Entry 1:
{"formula": "C24H44MgN9PSe2", "method": "wB97M-V/def2-TZVPD", "total_charge": 0, "gap_ev": 8.06, "total_energy_ha": -6778.072476, "relative_energy_ev": 0.0468, "homo_ev": -7.99, "symbols": ["Mg", "C", "Se", "C", "C", "Se", "C", "H", "H", "H", "H", "H", "H", "H", "H", "H", "H", "N", "C", "N", "N", "N", "N", "C", "N", "N", "N", "N", "H", "C", "C", "C", "C", "C", "C", "P", "C", "C", "C", "C", "C", "C", "C", "C", "C", "C", "C", "C", "H", "H", "H", "H", "H", "H", "H", "H", "H", "H", "H", "H", "H", "H", "H", "H", "H", "H", "H", "H", "H", "H", "H", "H", "H", "H", "H", "H", "H", "H", "H", "H", "H"], "positions_angstrom": [[1.384, -0.881, 1.114], [-3.462, -2.751, 0.914], [-1.580, -3.147, 1.186], [-1.665, -2.928, 3.123], [-0.397, -3.411, 3.790], [1.127, -2.212, 3.628], [0.628, -0.949, 5.015], [-3.715, -1.757, 1.282], [-4.068, -3.498, 1.421], [-3.657, -2.798, -0.156], [-2.520, -3.510, 3.471], [-1.852, -1.877, 3.351], [-0.052, -4.361, 3.383], [-0.554, -3.535, 4.862], [0.534, -1.482, 5.958], [-0.301, -0.437, 4.771], [1.433, -0.220, 5.090], [4.532, -1.907, 0.990], [4.326, -0.575, 1.324], [5.301, 0.269, 1.593], [4.671, 1.445, 1.822], [3.402, 1.315, 1.697], [3.131, 0.021, 1.372], [3.513, -2.849, 0.982], [3.676, -4.101, 1.363], [2.459, -4.659, 1.208], [1.616, -3.797, 0.767], [2.260, -2.611, 0.569], [5.429, -2.271, 1.270], [1.984, 3.956, -2.402], [0.467, 3.935, -2.650], [-0.148, 2.549, -2.385], [0.602, 1.870, -1.236], [2.060, 1.557, -1.662], [2.584, 2.583, -2.677], [-0.133, 0.366, -0.482], [-0.804, -0.758, -1.767], [-2.074, -0.308, -2.517], [-2.259, -1.107, -3.817], [-1.756, -2.535, -3.645], [-0.233, -2.548, -3.423], [0.264, -1.262, -2.744], [-1.583, 0.739, 0.610], [-2.551, 1.874, 0.238], [-2.040, 3.270, 0.598], [-1.590, 3.347, 2.055], [-0.558, 2.269, 2.373], [-1.135, 0.889, 2.073], [2.194, 4.231, -1.364], [2.454, 4.721, -3.021], [0.251, 4.228, -3.680], [-0.023, 4.673, -2.009], [-0.072, 1.922, -3.278], [-1.211, 2.659, -2.171], [0.655, 2.580, -0.405], [2.128, 0.556, -2.094], [2.686, 1.556, -0.769], [2.324, 2.276, -3.695], [3.673, 2.612, -2.632], [-1.074, -1.620, -1.147], [-2.046, 0.756, -2.747], [-2.940, -0.465, -1.867], [-1.702, -0.627, -4.627], [-3.309, -1.090, -4.114], [-2.015, -3.146, -4.511], [-2.264, -2.991, -2.789], [0.283, -2.673, -4.377], [0.043, -3.405, -2.804], [0.474, -0.486, -3.486], [1.204, -1.467, -2.227], [-2.116, -0.213, 0.533], [-3.482, 1.702, 0.792], [-2.815, 1.820, -0.819], [-2.833, 3.998, 0.413], [-1.210, 3.551, -0.053], [-2.462, 3.200, 2.703], [-1.194, 4.338, 2.282], [-0.241, 2.329, 3.416], [0.349, 2.429, 1.778], [-2.005, 0.718, 2.719], [-0.399, 0.114, 2.351]], "forces_ev_per_a": [[-0.163, -0.379, -0.118], [-0.043, 0.124, -0.032], [0.119, 0.002, -0.036], [-0.069, 0.035, -0.014], [0.052, -0.037, 0.079], [0.219, 0.165, -0.105], [-0.082, 0.039, -0.011], [-0.013, 0.008, 0.000], [-0.017, -0.004, -0.011], [-0.006, 0.002, -0.002], [0.036, -0.033, -0.006], [-0.047, -0.008, 0.011], [-0.030, 0.003, -0.022], [0.035, -0.016, -0.015], [0.002, 0.019, 0.009], [-0.004, -0.015, 0.012], [0.012, -0.008, -0.023], [-0.066, 0.019, 0.116], [0.043, -0.185, -0.171], [-0.037, 0.134, 0.016], [0.063, -0.076, -0.011], [-0.054, 0.012, 0.023], [0.122, 0.049, 0.188], [0.165, 0.168, -0.119], [-0.055, -0.050, -0.059], [0.064, -0.002, 0.052], [-0.053, 0.047, -0.077], [0.113, -0.157, 0.233], [0.008, 0.007, -0.004], [0.012, 0.011, 0.023], [-0.024, 0.003, -0.004], [0.016, 0.013, 0.012], [0.091, 0.047, -0.067], [-0.034, -0.024, 0.002], [-0.012, -0.010, -0.017], [-0.098, 0.059, 0.148], [-0.026, 0.001, -0.041], [-0.008, -0.004, 0.018], [-0.001, 0.012, -0.012], [0.007, -0.004, 0.013], [0.005, -0.003, 0.003], [-0.007, 0.006, 0.001], [-0.023, 0.094, -0.045], [-0.019, -0.022, 0.022], [0.004, -0.007, 0.007], [-0.046, -0.025, 0.035], [0.017, 0.018, -0.083], [0.126, 0.038, 0.070], [0.003, -0.010, 0.001], [0.001, -0.001, -0.002], [-0.002, -0.009, -0.002], [0.006, 0.009, -0.005], [0.004, -0.004, 0.004], [-0.008, -0.001, 0.006], [0.006, -0.015, 0.032], [0.012, -0.001, 0.011], [0.009, 0.021, -0.016], [-0.002, 0.000, -0.002], [0.002, 0.007, 0.007], [-0.008, -0.053, 0.016], [0.015, -0.001, -0.013], [-0.007, 0.009, 0.003], [0.002, -0.005, -0.004], [0.000, -0.002, 0.003], [-0.003, -0.003, -0.001], [-0.001, 0.004, 0.001], [-0.001, 0.011, -0.001], [0.000, -0.007, -0.009], [-0.002, -0.007, -0.004], [-0.006, -0.007, 0.010], [-0.088, -0.044, -0.005], [0.011, -0.010, 0.005], [-0.007, 0.010, -0.010], [0.000, -0.002, -0.012], [0.026, -0.006, -0.004], [0.009, 0.020, 0.012], [0.018, 0.003, -0.027], [-0.041, -0.008, 0.019], [0.023, -0.002, 0.022], [0.007, -0.004, 0.007], [-0.270, 0.045, -0.028]]}

=====

Entry 2:
{"formula": "C32H29F2IrN8OS4", "method": "wB97M-V/def2-TZVPD", "total_charge": 1, "gap_ev": [6.44, 5.48], "total_energy_ha": -3646.718800, "spin_multiplicity": 2, "relative_energy_ev": 0.8281, "homo_ev": [-10.06, -10.07], "symbols": ["Ir", "N", "C", "S", "N", "N", "C", "C", "C", "C", "C", "C", "N", "H", "H", "H", "H", "H", "H", "H", "F", "C", "C", "C", "C", "C", "F", "C", "C", "C", "C", "C", "C", "N", "H", "H", "H", "H", "H", "H", "S", "C", "S", "C", "N", "N", "C", "C", "C", "C", "C", "C", "S", "H", "H", "H", "H", "H", "O", "C", "C", "C", "C", "C", "C", "N", "H", "H", "H", "H", "H", "H", "H", "H", "H", "H", "H"], "positions_angstrom": [[0.071, 0.787, -0.460], [-3.194, -1.231, 1.904], [-2.079, -0.702, 1.389], [-1.697, -1.119, -0.272], [-1.358, 0.090, 2.120], [-0.331, 0.716, 1.579], [0.481, 1.327, 2.383], [1.588, 2.026, 1.840], [2.513, 2.732, 2.624], [3.525, 3.435, 2.012], [3.621, 3.430, 0.621], [2.696, 2.693, -0.090], [1.724, 2.005, 0.495], [-3.609, -2.027, 1.452], [-3.380, -1.079, 2.883], [0.293, 1.274, 3.448], [2.403, 2.709, 3.699], [4.239, 3.995, 2.601], [4.385, 3.992, 0.107], [2.728, 2.659, -1.173], [-1.283, 5.859, 0.731], [-0.920, 4.949, -0.176], [-0.973, 3.609, 0.167], [-0.622, 2.655, -0.774], [-0.277, 3.065, -2.089], [-0.167, 4.429, -2.351], [0.289, 4.849, -3.542], [-0.469, 5.387, -1.408], [-0.107, 1.992, -3.065], [-0.041, 2.125, -4.449], [0.006, 0.992, -5.241], [-0.048, -0.261, -4.642], [-0.107, -0.331, -3.268], [-0.110, 0.760, -2.499], [-1.285, 3.334, 1.165], [-0.359, 6.440, -1.624], [-0.041, 3.105, -4.896], [0.066, 1.085, -6.316], [-0.045, -1.166, -5.231], [-0.171, -1.281, -2.757], [-1.725, -8.900, 0.058], [-1.053, -7.410, 0.244], [-2.014, -5.997, 0.590], [-0.527, -5.025, 0.691], [0.531, -5.742, 0.441], [0.277, -7.037, 0.209], [1.436, -7.861, 0.000], [2.653, -7.378, 0.490], [3.815, -8.102, 0.302], [3.775, -9.322, -0.358], [2.569, -9.801, -0.838], [1.398, -9.073, -0.680], [-0.481, -3.402, 1.125], [2.671, -6.439, 1.019], [4.750, -7.717, 0.686], [4.685, -9.891, -0.498], [2.531, -10.753, -1.349], [0.481, -9.445, -1.099], [1.696, -0.762, -0.282], [2.645, -1.038, -1.011], [4.074, -0.859, -0.599], [4.547, -2.250, -0.107], [4.277, -3.437, -1.051], [2.802, -3.873, -1.137], [1.924, -3.036, -2.091], [2.478, -1.678, -2.216], [4.161, -0.135, 0.209], [4.680, -0.535, -1.448], [4.071, -2.460, 0.854], [5.622, -2.182, 0.067], [4.839, -4.283, -0.652], [4.684, -3.226, -2.047], [2.372, -3.813, -0.136], [2.756, -4.917, -1.445], [0.913, -2.965, -1.685], [1.881, -3.470, -3.089], [3.334, -1.703, -2.751]], "forces_ev_per_a": [[-1.891, -1.015, 2.439], [0.169, -0.032, 0.251], [0.172, 0.037, -1.293], [0.828, 1.901, -0.698], [-0.885, -0.058, 1.615], [1.779, 0.631, -0.985], [-1.124, -0.832, 0.397], [1.319, 0.761, -0.658], [-0.616, -0.442, -0.006], [0.269, 0.162, -0.374], [-0.077, -0.029, 0.394], [0.170, 0.075, -0.313], [-1.009, -0.542, -0.750], [-0.075, 0.056, -0.039], [0.023, -0.063, -0.002], [0.000, 0.097, 0.031], [0.023, 0.069, 0.011], [-0.017, -0.006, 0.041], [0.016, -0.024, -0.029], [-0.069, -0.034, 0.016], [0.056, 0.069, 0.046], [0.048, -0.262, -0.130], [-0.221, -0.102, 0.177], [0.139, -0.466, -0.339], [-0.071, 0.032, 0.058], [-0.052, -0.098, 0.255], [-0.065, 0.003, -0.088], [-0.027, 0.206, -0.022], [-0.097, 0.023, -0.163], [-0.032, 0.020, -0.085], [-0.003, -0.042, 0.158], [-0.071, 0.076, -0.053], [-0.059, -0.164, -0.112], [1.169, 0.590, -0.277], [0.024, 0.031, 0.021], [-0.065, -0.002, -0.040], [0.010, 0.015, 0.021], [-0.015, 0.007, -0.008], [-0.021, -0.026, 0.025], [0.108, 0.042, 0.058], [0.155, 0.380, 0.055], [-0.588, -0.775, 0.004], [0.707, 0.232, 0.019], [-1.081, -0.207, 0.131], [0.783, -0.148, -0.240], [-0.126, 0.577, -0.018], [0.380, -0.092, 0.042], [-0.175, 0.009, 0.062], [-0.078, -0.025, 0.001], [0.084, -0.039, -0.022], [0.055, 0.038, 0.003], [-0.095, 0.142, -0.067], [0.231, -0.408, 0.228], [0.039, 0.019, 0.026], [0.002, -0.005, 0.009], [-0.016, -0.032, 0.010], [-0.019, 0.015, -0.042], [-0.079, -0.024, 0.047], [0.114, -0.432, 0.229], [0.155, 0.233, -0.368], [-0.090, -0.115, 0.292], [0.123, -0.033, -0.165], [-0.170, 0.070, 0.115], [0.029, 0.058, -0.135], [0.007, -0.146, 0.240], [-0.108, 0.194, -0.024], [-0.024, 0.063, -0.059], [-0.019, -0.011, -0.037], [0.012, 0.031, 0.014], [-0.018, 0.008, 0.073], [0.051, 0.009, -0.101], [0.094, -0.102, 0.008], [-0.039, -0.105, 0.058], [-0.067, -0.047, 0.079], [-0.028, -0.046, -0.110], [-0.031, 0.045, -0.001], [0.070, 0.002, 0.094]]}